Here is one molecule with the formula C17H25N3O3 from the OMol25 dataset. Energies are from ωB97M-V/def2-TZVPD.

Output
E_tot = -1052.80627 Eh
LUMO level = 0.031 hartree
SMILES = CCOc1ccc(NC(=O)C(=O)NC[C@@H]2CCCN2CC)cc1
Orbital gap = 8.801 eV
Energy relative to the best compared isomer or geometry (same formula, charge and spin) = 192.6 kJ/mol
Spin multiplicity = 1
HOMO level = -0.2925 Eh

Element x y z (Å)
C  6.277  4.881  -1.533
C  6.479  4.409  -0.095
O  6.532  3.001  0.014
C  5.387  2.270  -0.068
C  4.095  2.781  -0.136
C  3.005  1.931  -0.196
C  3.185  0.553  -0.190
N  2.115  -0.340  -0.255
C  0.794  -0.105  -0.319
O  0.215  0.967  -0.333
C  0.023  -1.430  -0.376
O  0.604  -2.505  -0.372
N  -1.295  -1.242  -0.451
C  -2.266  -2.306  -0.438
C  -3.144  -2.250  0.808
C  -4.036  -3.500  0.985
C  -5.208  -2.996  1.837
C  -4.962  -1.473  1.958
N  -4.025  -1.091  0.916
C  -4.619  -0.518  -0.275
C  -5.636  -1.361  -1.056
C  4.478  0.037  -0.118
C  5.562  0.883  -0.058
H  5.326  4.532  -1.926
H  6.298  5.966  -1.568
H  7.073  4.491  -2.163
H  7.454  4.744  0.271
H  5.705  4.820  0.564
H  3.913  3.844  -0.141
H  2.008  2.336  -0.248
H  2.342  -1.334  -0.257
H  -1.612  -0.282  -0.377
H  -2.869  -2.268  -1.349
H  -1.701  -3.243  -0.432
H  -2.475  -2.186  1.679
H  -4.378  -3.861  0.015
H  -3.487  -4.306  1.469
H  -5.222  -3.462  2.821
H  -6.162  -3.202  1.355
H  -5.878  -0.889  1.889
H  -4.491  -1.255  2.923
H  -3.810  -0.221  -0.946
H  -5.114  0.401  0.053
H  -5.186  -2.268  -1.452
H  -6.015  -0.777  -1.892
H  -6.477  -1.637  -0.426
H  4.628  -1.033  -0.111
H  6.566  0.495  0.000

Mulliken atomic charge list, values in e, 6 entries: -1.0368 -0.4314 -0.4617 0.6447 -0.2420 -0.9170

=====

Here is one molecule with the formula C4H10N2OS from the OMol25 dataset. Energies are from ωB97M-V/def2-TZVPD.

Output
E_tot = -741.31814 Eh
LUMO level = 0.025 hartree
SMILES = NC[C@@H](CS)NC=O
Orbital gap = 9.813 eV
Energy relative to the best compared isomer or geometry (same formula, charge and spin) = 157.2 kJ/mol
Spin multiplicity = 1
HOMO level = -0.3357 Eh

Element x y z (Å)
N  1.361  -0.103  2.206
C  0.264  0.501  1.455
C  0.412  0.337  -0.147
C  -0.389  -0.908  -0.620
S  0.437  -2.511  -0.322
N  0.045  1.376  -1.098
C  -1.061  2.230  -1.055
O  -1.948  2.052  -0.252
H  1.254  -1.104  2.170
H  2.307  0.160  2.013
H  0.261  1.587  1.622
H  -0.702  -0.009  1.772
H  1.445  0.043  -0.281
H  -1.255  -0.984  -0.002
H  -0.628  -0.881  -1.681
H  1.471  -2.165  0.425
H  0.778  1.680  -1.723
H  -1.286  2.792  -1.966

Mulliken atomic charge list, values in e, 6 entries: -0.5844 -0.4687 -0.0748 -0.7858 -0.2230 -0.2039

=====

Here is a 7-piece molecular cluster, C27H66I3NO19S6 overall from the OMol25 dataset. Energies are from ωB97M-V/def2-TZVPD.

Output
E_tot = -5834.75739 Eh
LUMO level = 0.014 hartree
SMILES = CC[C@H](I)CO[C@@H](CN)[C@@H](I)[C@@H](C)I.CCOS(C)(=O)=O.CCOS(C)(=O)=O.CCOS(C)(=O)=O.CCOS(C)(=O)=O.CCOS(C)(=O)=O.CCOS(C)(=O)=O
Orbital gap = 9.348 eV
Spin multiplicity = 1
HOMO level = -0.3296 Eh

Element x y z (Å)
C  3.459  0.716  0.162
C  3.489  1.803  -0.973
C  3.154  1.118  -2.360
I  4.936  1.456  -3.617
C  1.978  1.806  -3.123
O  0.704  1.270  -2.816
C  0.155  1.821  -1.632
C  -0.264  3.318  -1.756
N  0.815  4.189  -1.180
C  -1.037  0.876  -1.236
I  -0.260  -1.161  -1.027
C  -1.810  1.357  0.019
C  -2.922  0.308  0.455
I  -0.561  1.715  1.757
H  2.776  1.005  0.988
H  3.082  -0.265  -0.197
H  4.480  0.525  0.541
H  2.754  2.587  -0.712
H  4.479  2.288  -1.000
H  3.060  0.025  -2.287
H  2.138  1.620  -4.206
H  2.077  2.900  -2.983
H  0.869  1.747  -0.780
H  -1.188  3.583  -1.218
H  -0.332  3.552  -2.838
H  0.405  4.778  -0.463
H  1.076  4.823  -1.930
H  -1.756  0.879  -2.080
H  -2.372  2.292  -0.173
H  -3.904  0.833  0.484
H  -2.733  -0.032  1.484
H  -3.035  -0.510  -0.276
C  7.983  -4.356  -0.282
C  8.354  -2.923  -0.617
O  8.045  -2.579  -1.975
S  6.501  -2.349  -2.367
C  6.773  -1.665  -3.975
O  5.951  -1.338  -1.507
O  5.862  -3.626  -2.520
H  6.905  -4.506  -0.320
H  8.319  -4.617  0.723
H  8.431  -5.046  -0.998
H  7.873  -2.220  0.069
H  9.431  -2.794  -0.505
H  7.287  -0.713  -3.875
H  5.799  -1.522  -4.436
H  7.361  -2.370  -4.559
C  3.031  -8.997  1.275
C  3.062  -7.538  1.690
O  4.057  -7.275  2.693
S  5.600  -7.259  2.246
C  6.263  -6.588  3.741
O  5.768  -6.303  1.186
O  6.066  -8.611  2.111
H  3.954  -9.285  0.771
H  2.205  -9.187  0.589
H  2.924  -9.643  2.148
H  3.215  -6.886  0.826
H  2.102  -7.268  2.130
H  5.891  -5.575  3.870
H  7.347  -6.585  3.643
H  5.965  -7.224  4.571
C  -4.048  8.603  -1.470
C  -5.116  7.674  -2.014
O  -4.567  6.626  -2.831
S  -3.788  5.425  -2.103
C  -3.655  4.353  -3.503
O  -4.660  4.820  -1.135
O  -2.467  5.868  -1.749
H  -3.388  8.085  -0.774
H  -4.502  9.441  -0.940
H  -3.425  8.988  -2.279
H  -5.716  7.248  -1.206
H  -5.793  8.241  -2.652
H  -4.651  4.037  -3.802
H  -3.058  3.495  -3.200
H  -3.156  4.890  -4.307
C  -2.643  2.149  4.839
C  -2.560  3.234  5.897
O  -2.906  2.752  7.204
S  -1.848  1.816  7.972
C  -2.640  1.828  9.553
O  -0.595  2.513  8.067
O  -1.923  0.486  7.437
H  -1.897  1.373  5.007
H  -2.472  2.564  3.845
H  -3.622  1.666  4.860
H  -1.568  3.692  5.914
H  -3.274  4.023  5.660
H  -2.618  2.839  9.952
H  -2.084  1.152  10.199
H  -3.661  1.475  9.434
C  -10.831  9.480  0.359
C  -10.065  9.721  -0.929
O  -9.379  10.981  -0.928
S  -8.055  11.123  -0.025
C  -7.509  12.679  -0.662
O  -7.120  10.101  -0.409
O  -8.439  11.305  1.346
H  -10.155  9.377  1.208
H  -11.421  8.565  0.289
H  -11.496  10.318  0.573
H  -9.363  8.908  -1.129
H  -10.766  9.753  -1.764
H  -7.246  12.560  -1.711
H  -6.637  12.978  -0.084
H  -8.307  13.406  -0.538
C  1.559  -11.319  -4.296
C  1.493  -12.792  -3.937
O  2.475  -13.159  -2.958
S  2.237  -12.698  -1.436
C  3.516  -13.671  -0.699
O  0.960  -13.188  -0.996
O  2.590  -11.313  -1.304
H  1.290  -10.691  -3.447
H  0.872  -11.091  -5.112
H  2.571  -11.042  -4.595
H  0.494  -13.070  -3.592
H  1.705  -13.389  -4.824
H  3.275  -14.724  -0.822
H  3.555  -13.411  0.356
H  4.461  -13.426  -1.179

Mulliken atomic charge list, values in e, 6 entries: -0.9752 -0.2043 -0.7828 -0.0464 -0.6122 -0.4871

=====

| no. | strongest force on any atom (Eh/bohr) |
| --- | --- |
| 1 | 0.013 |
| 2 | 0.059 |
| 3 | 0.036 |